Arrangement w

# C14H16

A 2-piece molecular cluster, C14H16 overall (the ωB97M-V functional and the def2-TZVPD basis, OMol25).

For the highest occupied orbital energy, the calculation gives -8.611 eV. Its spin multiplicity is 1. As for the structure (SMILES): Cc1ccccc1.Cc1ccccc1. The value obtained for the LUMO energy is 0.925 eV. For the HOMO-LUMO gap, the calculation gives 9.5 eV.

Geometry (Å):
C  -3.594  -1.195  -3.556
C  -0.930  0.707  -0.831
C  -0.780  0.910  -2.195
C  -1.945  -0.223  -0.368
C  -1.817  0.449  -3.003
C  -2.866  -0.725  -1.206
C  -2.731  -0.459  -2.588
H  -0.200  1.236  -0.155
H  0.123  1.456  -2.641
H  -1.856  -0.398  0.790
H  -1.656  0.651  -4.100
H  -3.738  -1.393  -0.903
H  -3.333  -2.301  -3.394
H  -3.627  -0.891  -4.533
H  -4.614  -1.140  -3.176
C  2.508  0.350  4.247
C  2.989  1.169  1.968
C  2.335  0.232  2.792
C  2.827  1.007  0.537
C  2.063  0.022  0.050
C  1.543  -0.694  2.246
C  1.318  -0.827  0.883
H  3.476  1.941  2.458
H  3.356  1.736  -0.069
H  2.069  -0.488  4.831
H  2.216  1.256  4.616
H  1.819  0.003  -0.960
H  1.092  -1.303  3.165
H  0.404  -1.426  0.603
H  3.549  0.338  4.492

Atom charges from the Mulliken analysis, given in e for atoms 1 to 6: atom 1 (C): -1.5072, atom 2 (C): -0.6724, atom 3 (C): -0.2353, atom 4 (C): -0.5153, atom 5 (C): -0.5508, atom 6 (C): -0.2585

=====

Arrangement x

# C14H16

A 2-piece molecular cluster, C14H16 overall (the ωB97M-V functional and the def2-TZVPD basis, OMol25).

For the highest occupied orbital energy, the calculation gives -8.957 eV. Its spin multiplicity is 1. As for the structure (SMILES): Cc1ccccc1.Cc1ccccc1. The value obtained for the LUMO energy is 0.909 eV. For the HOMO-LUMO gap, the calculation gives 9.9 eV.

Geometry (Å):
C  -1.575  3.825  -0.974
C  0.547  1.222  0.801
C  -0.369  1.811  -0.049
C  1.284  2.002  1.686
C  -0.572  3.192  -0.038
C  1.093  3.373  1.705
C  0.170  3.961  0.847
H  0.685  0.148  0.789
H  -0.947  1.212  -0.744
H  2.002  1.539  2.355
H  1.665  3.984  2.391
H  -1.734  4.869  -0.706
H  -2.537  3.315  -0.876
H  0.031  5.034  0.872
H  -1.252  3.737  -2.009
C  0.029  -2.344  -2.563
C  1.183  -2.387  -0.326
C  0.070  -2.710  -1.098
C  1.242  -2.726  1.019
C  0.180  -3.387  1.615
C  -0.985  -3.376  -0.486
C  -0.936  -3.715  0.860
H  2.004  -1.858  -0.798
H  2.124  -2.472  1.597
H  0.693  -1.498  -2.747
H  -0.984  -2.053  -2.852
H  0.223  -3.644  2.664
H  -1.873  -3.643  -1.049
H  -1.785  -4.224  1.298
H  0.322  -3.187  -3.187

Atom charges from the Mulliken analysis, given in e for atoms 1 to 6: atom 1 (C): -1.3240, atom 2 (C): 0.0571, atom 3 (C): -0.6244, atom 4 (C): -0.6028, atom 5 (C): 0.7384, atom 6 (C): -0.4570

=====

We find arrangement x to be the most stable, with the next structure 0.0808 hartree higher.

=====

Arrangement w

# C2H8NOS

An isolated ion of composition C2H8NOS and charge +1 (the ωB97M-V functional and the def2-TZVPD basis, OMol25).

For the highest occupied orbital energy, the calculation gives -13.671 eV. Its total charge is +1. Its spin multiplicity is 1. As for the structure (SMILES): C[NH2+]CSO. The value obtained for the LUMO energy is -4.281 eV. For the HOMO-LUMO gap, the calculation gives 9.4 eV.

Geometry (Å):
C  1.712  0.250  0.092
C  -0.262  -1.025  -0.218
N  0.330  -0.080  0.583
O  -2.174  1.251  -0.167
S  -2.380  -0.366  0.154
H  1.552  0.623  -0.916
H  2.198  1.077  0.686
H  2.353  -0.685  0.146
H  -0.012  -0.834  -1.355
H  -0.513  -2.034  0.116
H  -0.289  0.725  0.206
H  0.261  -0.185  1.628
H  -2.777  1.283  -0.955

Atom charges from the Mulliken analysis, given in e for atoms 1 to 6: atom 1 (C): -0.8013, atom 2 (C): -0.6660, atom 3 (N): -0.1006, atom 4 (O): -0.5143, atom 5 (S): 0.1345, atom 6 (H): 0.3790

=====

Arrangement x

# C2H8NOS

An isolated ion of composition C2H8NOS and charge +1 (the ωB97M-V functional and the def2-TZVPD basis, OMol25).

For the highest occupied orbital energy, the calculation gives -15.278 eV. Its total charge is +1. Its spin multiplicity is 1. The value obtained for the LUMO energy is -5.070 eV. For the HOMO-LUMO gap, the calculation gives 10.2 eV.

Geometry (Å):
C  -0.674  1.096  -0.832
C  0.477  0.798  0.144
N  1.225  -0.447  -0.140
S  0.713  -1.854  0.599
O  -0.093  -1.348  1.866
H  -1.611  1.213  -0.303
H  -0.484  2.034  -1.337
H  -0.787  0.335  -1.599
H  1.208  1.592  0.076
H  0.112  0.820  1.159
H  1.295  -0.614  -1.142
H  -0.327  -2.267  -0.189
H  -1.055  -1.358  1.698

Atom charges from the Mulliken analysis, given in e for atoms 1 to 6: atom 1 (C): -0.9571, atom 2 (C): -0.4318, atom 3 (N): -0.3537, atom 4 (S): 0.4810, atom 5 (O): -0.3829, atom 6 (H): 0.2939

=====

We find arrangement x to be the most stable, with the next structure 0.0178 hartree higher.

=====

Arrangement w

# C3H3O4Rb

C3H3O4Rb as an isolated structure (the ωB97M-V functional and the def2-TZVPD basis, OMol25).

For the highest occupied orbital energy, the calculation gives -6.192 eV. Its spin multiplicity is 1. The value obtained for the LUMO energy is -0.640 eV. For the HOMO-LUMO gap, the calculation gives 5.6 eV.

Geometry (Å):
H  1.094  -3.574  -0.950
C  0.397  -3.238  -0.159
C  -0.108  -4.256  0.594
O  -0.331  -5.516  -0.153
C  -1.266  -6.262  -0.231
O  -1.835  -7.253  -0.178
Rb  -3.078  0.463  -0.953
O  -0.097  -2.070  -0.244
H  -0.600  -4.286  1.558
O  -3.912  -2.417  -0.525
H  -3.755  -2.975  0.231

Atom charges from the Mulliken analysis, given in e for atoms 1 to 6: atom 1 (H): 0.2279, atom 2 (C): -0.0395, atom 3 (C): -0.2900, atom 4 (O): -0.1088, atom 5 (C): 0.6629, atom 6 (O): -0.2289

=====

Arrangement x

# C3H3O4Rb

C3H3O4Rb as an isolated structure (the ωB97M-V functional and the def2-TZVPD basis, OMol25).

For the highest occupied orbital energy, the calculation gives -7.112 eV. Its spin multiplicity is 1. The value obtained for the LUMO energy is -2.054 eV. For the HOMO-LUMO gap, the calculation gives 5.1 eV.

Geometry (Å):
C  -0.399  0.622  -1.603
C  1.059  0.686  -2.106
O  1.831  -0.178  -1.771
O  -0.774  -0.422  -1.103
H  -1.115  1.334  -2.053
H  1.312  1.450  -2.865
Rb  1.165  -2.558  0.172
O  0.017  -1.209  2.630
O  -1.532  -0.090  3.804
C  -0.750  -0.232  2.851
H  -0.815  0.596  2.044

Atom charges from the Mulliken analysis, given in e for atoms 1 to 6: atom 1 (C): 0.0505, atom 2 (C): 0.0821, atom 3 (O): -0.4073, atom 4 (O): -0.3505, atom 5 (H): 0.3075, atom 6 (H): 0.3367

=====

We find arrangement x to be the most stable, with the next structure 0.1809 hartree higher.

=====

Arrangement w

# C3H6O

C3H6O in the gas phase (the ωB97M-V functional and the def2-TZVPD basis, OMol25).

For the highest occupied orbital energy, the calculation gives -7.741 eV. Its spin multiplicity is 1. The value obtained for the LUMO energy is 0.752 eV. For the HOMO-LUMO gap, the calculation gives 8.5 eV.

Geometry (Å):
C  -1.422  0.171  0.336
C  0.281  -0.286  0.641
O  -0.059  0.930  0.987
C  1.354  -0.290  -0.435
H  -1.811  1.161  0.067
H  -1.409  -0.413  -0.598
H  -1.991  -0.308  1.125
H  1.303  -1.184  -1.063
H  1.331  0.624  -1.043
H  2.322  -0.321  0.086

Atom charges from the Mulliken analysis, given in e for atoms 1 to 6: atom 1 (C): -0.4803, atom 2 (C): -0.0122, atom 3 (O): -0.2389, atom 4 (C): -0.9938, atom 5 (H): 0.2805, atom 6 (H): 0.2750

=====

Arrangement x

# C3H6O

C3H6O in the gas phase (the ωB97M-V functional and the def2-TZVPD basis, OMol25).

For the highest occupied orbital energy, the calculation gives -9.696 eV. Its spin multiplicity is 1. As for the structure (SMILES): CCC=O. The value obtained for the LUMO energy is 1.024 eV. For the HOMO-LUMO gap, the calculation gives 10.7 eV.

Geometry (Å):
C  1.777  0.124  0.091
C  0.488  -0.627  -0.289
C  -0.625  0.361  -0.108
O  2.982  -0.060  -0.034
H  0.554  -1.277  -1.196
H  1.381  1.175  0.264
H  0.542  -1.272  0.618
H  -1.670  -0.081  -0.060
H  -0.662  1.103  -0.893
H  -0.539  0.990  0.815

Atom charges from the Mulliken analysis, given in e for atoms 1 to 6: atom 1 (C): 0.0246, atom 2 (C): -0.0519, atom 3 (C): -1.2230, atom 4 (O): -0.4838, atom 5 (H): 0.3314, atom 6 (H): 0.2211

=====

Arrangement y

# C3H6O

C3H6O in the gas phase (the ωB97M-V functional and the def2-TZVPD basis, OMol25).

For the highest occupied orbital energy, the calculation gives -10.291 eV. Its spin multiplicity is 1. As for the structure (SMILES): C[C@H]1CO1. The value obtained for the LUMO energy is 1.217 eV. For the HOMO-LUMO gap, the calculation gives 11.5 eV.

Geometry (Å):
C  -1.229  0.236  0.074
C  0.057  -0.459  -0.289
C  1.363  0.113  0.045
O  0.808  -0.944  0.814
H  -1.921  -0.457  0.565
H  -1.725  0.644  -0.811
H  -1.029  1.055  0.773
H  0.038  -1.122  -1.157
H  2.245  -0.161  -0.534
H  1.394  1.094  0.520

Atom charges from the Mulliken analysis, given in e for atoms 1 to 6: atom 1 (C): -1.1063, atom 2 (C): 0.2885, atom 3 (C): -0.4251, atom 4 (O): -0.4081, atom 5 (H): 0.2551, atom 6 (H): 0.3101

=====

Arrangement z

# C3H6O

C3H6O in the gas phase (the ωB97M-V functional and the def2-TZVPD basis, OMol25).

For the highest occupied orbital energy, the calculation gives -10.091 eV. Its spin multiplicity is 1. As for the structure (SMILES): OC1CC1. The value obtained for the LUMO energy is 1.073 eV. For the HOMO-LUMO gap, the calculation gives 11.2 eV.

Geometry (Å):
C  -0.195  -0.586  0.045
C  0.873  0.396  -0.140
C  -0.227  0.733  0.809
H  -0.724  -1.216  -1.738
H  0.011  -1.526  0.662
H  0.716  0.950  -1.076
H  1.875  0.006  0.077
H  -0.307  0.562  1.981
H  -0.809  1.499  0.340
O  -1.214  -0.818  -0.959

Atom charges from the Mulliken analysis, given in e for atoms 1 to 6: atom 1 (C): 0.1338, atom 2 (C): -0.6159, atom 3 (C): -0.5654, atom 4 (H): 0.3012, atom 5 (H): 0.2862, atom 6 (H): 0.2509

=====

We find arrangement x to be the most stable, with the next structure 0.0026 hartree higher.